<w>
A single C9H7N3O2 molecule. Source: OMol25; level of theory: wB97M-V/def2-TZVPD.

Summary:
Frontier orbital gap, eV: 8.3
Highest occupied orbital energy, eV: -9.219
SMILES: O=[N+]([O-])[C@@H]1N=NC=C1c1ccccc1

Geometry as ORCA input:
```
! RIJCOSX wB97M-V def2-TZVPD def2/J DEFGRID3
* xyz 0 1
O 3.487 1.851 0.570
N 2.742 1.299 -0.182
O 2.455 1.535 -1.340
C 2.089 0.026 0.447
N 3.134 -1.059 0.390
N 2.601 -2.189 0.191
C 1.260 -2.027 0.114
C 0.852 -0.745 0.180
C -0.499 -0.254 0.162
C -0.991 0.885 0.855
C -2.219 1.447 0.555
C -2.965 0.804 -0.444
C -2.529 -0.403 -1.078
C -1.263 -0.862 -0.821
H 2.027 0.264 1.445
H 0.631 -2.875 0.030
H -0.455 1.455 1.626
H -2.466 2.420 0.986
H -4.014 1.117 -0.517
H -3.014 -0.925 -1.910
H -0.860 -1.764 -1.260
*
```

<x>
A single C9H7N3O2 molecule. Source: OMol25; level of theory: wB97M-V/def2-TZVPD.

Summary:
Frontier orbital gap (alpha / beta), eV: 7.1 / 7.1
Highest occupied orbital energy (alpha / beta), eV: -8.503 / -8.750

Geometry as ORCA input:
```
! RIJCOSX wB97M-V def2-TZVPD def2/J DEFGRID3
* xyz 0 1
C -3.476 -0.464 0.415
C -2.074 -2.031 -0.658
C 0.425 -1.407 0.329
C 0.628 -0.541 -0.701
C -1.345 2.504 -0.223
C -0.371 -1.353 1.475
C 0.057 2.070 -0.626
C -0.238 0.623 -1.116
C -2.373 -0.713 -0.380
N -4.395 -0.307 1.116
N -1.825 -3.108 -0.941
N -1.736 0.387 -0.974
O -1.727 3.553 0.187
O -2.302 1.535 -0.536
H 0.999 -2.276 0.243
H 1.473 -0.800 -1.234
H -0.425 -2.137 2.087
H -0.721 -0.282 1.728
H 0.441 2.767 -1.394
H 0.729 1.949 0.203
H -0.158 0.726 -2.230
*
```

Quick one: least stable of them? <x>

<w>
A gas-phase ion, CH5N2O (charge +1). Source: OMol25; level of theory: wB97M-V/def2-TZVPD.

Summary:
Frontier orbital gap, eV: 11.0
Highest occupied orbital energy, eV: -15.308
SMILES: [NH3+][C@@H]1NO1

Geometry as ORCA input:
```
! RIJCOSX wB97M-V def2-TZVPD def2/J DEFGRID3
* xyz 1 1
N -0.963 -0.261 -0.134
C 0.488 -0.193 0.435
N 1.367 0.869 0.307
O 1.385 -0.317 -0.607
H -0.829 -0.808 -0.943
H -1.557 0.624 -0.493
H -1.700 -0.781 0.410
H 0.528 -0.900 1.207
H 1.281 1.769 -0.181
*
```

<x>
2 unconnected molecules or ions with the total composition CH5N2O. Source: OMol25; level of theory: wB97M-V/def2-TZVPD.

Summary:
Frontier orbital gap (alpha / beta), eV: 7.3 / 8.6
Highest occupied orbital energy (alpha / beta), eV: -14.476 / -15.289

Geometry as ORCA input:
```
! RIJCOSX wB97M-V def2-TZVPD def2/J DEFGRID3
* xyz 1 1
C 1.718 1.121 0.255
N -1.503 -1.093 -0.419
N 0.676 0.702 0.745
O -0.346 0.179 0.903
H 2.435 1.578 0.819
H 1.917 1.140 -0.770
H -2.128 -0.268 -0.452
H -0.936 -1.369 -1.252
H -1.831 -1.990 0.172
*
```

Quick one: least stable of them? <x>

<w>
A single C20H22N2O2S molecule. Source: OMol25; level of theory: wB97M-V/def2-TZVPD.

Summary:
Frontier orbital gap, eV: 8.0
Highest occupied orbital energy, eV: -8.243
SMILES: CC(C)OCCCNC(=O)c1cc(-c2cccs2)nc2ccccc12

Geometry as ORCA input:
```
! RIJCOSX wB97M-V def2-TZVPD def2/J DEFGRID3
* xyz 0 1
C 1.497 -5.214 0.668
C 1.289 -4.226 1.817
C -0.139 -3.671 1.807
O 2.275 -3.205 1.863
C 2.410 -2.396 0.713
C 3.331 -1.231 1.069
C 3.305 -0.142 -0.006
N 2.049 0.574 -0.017
C 1.080 0.345 -0.932
O 1.211 -0.410 -1.874
C -0.157 1.166 -0.720
C -0.584 1.966 -1.746
C -1.729 2.780 -1.564
C -2.210 3.661 -2.601
C -1.747 3.876 -3.873
C -2.507 4.828 -4.576
C -3.534 5.325 -3.834
S -3.600 4.642 -2.262
N -2.410 2.788 -0.439
C -2.040 1.984 0.568
C -2.818 1.994 1.746
C -2.497 1.176 2.792
C -1.394 0.313 2.706
C -0.614 0.287 1.582
C -0.904 1.128 0.489
H 1.249 -4.757 -0.287
H 2.532 -5.547 0.643
H 0.856 -6.079 0.813
H 1.453 -4.749 2.768
H -0.252 -2.917 2.583
H -0.842 -4.476 1.998
H -0.384 -3.226 0.845
H 1.434 -2.015 0.388
H 2.843 -2.965 -0.121
H 3.012 -0.816 2.028
H 4.348 -1.602 1.191
H 3.421 -0.589 -0.996
H 4.115 0.572 0.165
H 1.854 1.182 0.763
H -0.040 1.982 -2.676
H -0.897 3.371 -4.296
H -2.299 5.130 -5.587
H -4.261 6.058 -4.123
H -3.669 2.656 1.778
H -3.095 1.181 3.691
H -1.165 -0.338 3.536
H 0.219 -0.396 1.521
*
```

<x>
A single C20H22N2O2S molecule. Source: OMol25; level of theory: wB97M-V/def2-TZVPD.

Summary:
Frontier orbital gap, eV: 8.1
Highest occupied orbital energy, eV: -8.184
SMILES: CC(C)OCCCNC(=O)c1cc(-c2cccs2)nc2ccccc12

Geometry as ORCA input:
```
! RIJCOSX wB97M-V def2-TZVPD def2/J DEFGRID3
* xyz 0 1
C -1.496 -2.217 -1.367
C -2.816 -2.018 -0.627
C -3.691 -3.266 -0.759
O -3.405 -0.858 -1.205
C -4.635 -0.406 -0.677
C -4.529 0.339 0.660
C -3.740 1.642 0.533
N -2.350 1.376 0.250
C -1.340 1.929 0.950
O -1.499 2.748 1.834
C 0.006 1.406 0.541
C 0.291 0.077 0.709
C 1.564 -0.414 0.328
C 1.910 -1.809 0.468
C 1.221 -2.846 1.042
C 1.913 -4.068 0.970
C 3.116 -3.947 0.344
S 3.433 -2.341 -0.167
N 2.489 0.361 -0.193
C 2.245 1.671 -0.350
C 3.262 2.484 -0.895
C 3.053 3.824 -1.065
C 1.829 4.409 -0.704
C 0.820 3.648 -0.180
C 1.003 2.266 0.011
H -0.884 -1.320 -1.309
H -0.940 -3.045 -0.938
H -1.697 -2.426 -2.414
H -2.615 -1.836 0.443
H -4.017 -3.378 -1.791
H -4.565 -3.218 -0.114
H -3.111 -4.141 -0.478
H -5.344 -1.237 -0.577
H -5.020 0.278 -1.439
H -5.540 0.567 1.000
H -4.057 -0.299 1.409
H -3.771 2.211 1.466
H -4.173 2.256 -0.267
H -2.175 0.709 -0.489
H -0.440 -0.592 1.136
H 0.259 -2.741 1.511
H 1.535 -4.993 1.367
H 3.839 -4.716 0.155
H 4.194 2.012 -1.162
H 3.833 4.446 -1.478
H 1.689 5.471 -0.842
H -0.119 4.095 0.111
*
```

Quick one: least stable of them? <w>

<w>
A molecular structure, C48H52AsBrN2O6ScSi. Source: OMol25; level of theory: wB97M-V/def2-TZVPD.

Summary:
Frontier orbital gap, eV: 7.1
Highest occupied orbital energy, eV: -5.041

Geometry as ORCA input:
```
! RIJCOSX wB97M-V def2-TZVPD def2/J DEFGRID3
* xyz -1 1
Sc -0.865 0.232 -0.721
Br -1.396 5.368 -6.602
C -1.590 4.196 -5.114
C -2.237 4.648 -3.958
C -2.397 3.807 -2.888
C -1.899 2.468 -2.884
O -2.095 1.694 -1.894
C -1.236 2.051 -4.078
C -0.808 0.687 -4.237
N -0.636 -0.154 -3.285
C -0.357 -1.482 -3.655
C 0.313 -1.871 -4.788
C 0.447 -3.235 -5.119
C -0.080 -4.207 -4.320
C -0.729 -3.848 -3.114
C -1.269 -4.791 -2.210
C -1.847 -4.358 -1.054
C -1.861 -2.976 -0.771
N -1.375 -2.077 -1.588
C -0.836 -2.487 -2.764
C -1.116 2.913 -5.177
H -2.612 5.662 -3.914
H -2.903 4.156 -1.996
H -0.676 0.364 -5.276
H 0.764 -1.126 -5.430
H 0.983 -3.505 -6.020
H 0.013 -5.255 -4.578
H -1.207 -5.847 -2.447
H -2.260 -5.052 -0.334
H -2.243 -2.593 0.168
H -0.635 2.554 -6.080
C -4.955 1.800 -0.506
As -4.123 0.406 0.517
C -5.496 -0.885 0.909
C -3.521 1.048 2.211
O -2.955 -0.355 -0.367
H -5.957 2.017 -0.137
H -4.984 1.452 -1.537
H -4.327 2.685 -0.461
H -6.285 -0.441 1.516
H -5.029 -1.705 1.452
H -5.910 -1.258 -0.027
H -4.315 1.589 2.726
H -2.664 1.691 2.035
H -3.178 0.183 2.776
C 2.904 -3.010 -2.237
C 3.490 -1.655 -1.839
C 3.408 -0.681 -3.020
C 4.959 -1.875 -1.473
Si 2.450 -0.910 -0.410
O 1.002 -0.468 -0.968
C 3.452 0.527 0.286
C 4.703 0.396 0.906
C 5.404 1.500 1.365
C 4.870 2.774 1.215
C 3.636 2.930 0.603
C 2.944 1.816 0.142
C 2.325 -2.299 0.878
C 1.253 -3.186 0.754
C 1.128 -4.307 1.561
C 2.084 -4.572 2.532
C 3.151 -3.701 2.689
C 3.266 -2.582 1.870
H 3.391 -3.388 -3.146
H 1.837 -2.944 -2.433
H 3.052 -3.750 -1.446
H 3.930 -1.093 -3.894
H 3.872 0.278 -2.772
H 2.370 -0.484 -3.298
H 5.477 -2.376 -2.302
H 5.064 -2.512 -0.589
H 5.477 -0.933 -1.283
H 5.156 -0.580 1.027
H 6.369 1.366 1.843
H 5.413 3.638 1.579
H 3.181 3.905 0.497
H 1.978 1.968 -0.317
H 0.501 -2.975 0.009
H 0.280 -4.970 1.435
H 1.991 -5.444 3.170
H 3.895 -3.886 3.455
H 4.100 -1.912 2.036
C 0.402 -2.077 4.413
C 0.206 -0.631 3.943
C -0.733 0.105 4.909
C 1.566 0.084 3.908
C -0.361 -0.617 2.583
C -0.713 -0.549 1.416
H 0.842 -2.096 5.416
H 1.065 -2.611 3.729
H -0.553 -2.606 4.441
H -0.302 0.134 5.915
H -1.702 -0.397 4.965
H -0.897 1.129 4.566
H 2.015 0.097 4.907
H 1.450 1.109 3.555
H 2.245 -0.428 3.225
O -0.116 3.602 3.604
C -1.310 3.944 3.048
C -2.353 4.456 3.814
C -3.561 4.796 3.221
C -3.737 4.620 1.856
C -2.698 4.082 1.108
C -1.484 3.737 1.681
C -0.386 3.166 0.800
O 0.632 3.825 0.658
O -0.710 2.075 0.218
H -0.172 3.699 4.560
H -2.212 4.591 4.882
H -4.359 5.202 3.830
H -4.672 4.891 1.383
H -2.811 3.901 0.046
*
```

<x>
A molecular structure, C48H52AsBrN2O6ScSi. Source: OMol25; level of theory: wB97M-V/def2-TZVPD.

Summary:
Frontier orbital gap, eV: 7.0
Highest occupied orbital energy, eV: -4.790

Geometry as ORCA input:
```
! RIJCOSX wB97M-V def2-TZVPD def2/J DEFGRID3
* xyz -1 1
Sc -0.025 0.996 -0.703
Br 1.673 4.357 6.120
C 1.057 3.793 4.410
C -0.240 4.112 4.004
C -0.695 3.703 2.777
C 0.118 2.962 1.866
O -0.322 2.655 0.711
C 1.428 2.632 2.327
C 2.404 1.967 1.497
N 2.218 1.507 0.318
C 3.332 0.973 -0.349
C 4.163 0.026 0.183
C 5.236 -0.496 -0.574
C 5.479 -0.063 -1.844
C 4.637 0.920 -2.424
C 4.811 1.420 -3.733
C 3.922 2.330 -4.228
C 2.842 2.737 -3.413
N 2.666 2.321 -2.190
C 3.549 1.427 -1.684
C 1.871 3.062 3.586
H -0.889 4.671 4.668
H -1.709 3.931 2.474
H 3.411 1.919 1.928
H 3.955 -0.365 1.171
H 5.863 -1.263 -0.134
H 6.296 -0.469 -2.428
H 5.637 1.058 -4.334
H 4.016 2.723 -5.232
H 2.088 3.415 -3.800
H 2.874 2.802 3.905
C -3.318 2.473 -3.076
As -2.063 3.390 -1.949
C -1.891 5.127 -2.760
C -2.946 3.667 -0.273
O -0.544 2.728 -1.925
H -4.076 3.189 -3.399
H -3.750 1.641 -2.526
H -2.774 2.073 -3.930
H -2.841 5.661 -2.728
H -1.577 4.992 -3.794
H -1.128 5.688 -2.223
H -3.933 4.082 -0.490
H -2.353 4.350 0.329
H -3.028 2.713 0.243
C 0.035 -3.595 3.244
C 0.149 -2.680 2.025
C -0.734 -3.237 0.899
C 1.590 -2.656 1.504
Si -0.471 -0.905 2.340
O -0.219 -0.006 1.052
C 0.301 -0.175 3.922
C 1.535 -0.543 4.464
C 2.039 0.050 5.616
C 1.312 1.036 6.266
C 0.085 1.425 5.748
C -0.405 0.827 4.597
C -2.313 -1.017 2.771
C -2.768 -1.448 4.020
C -4.123 -1.561 4.301
C -5.062 -1.237 3.329
C -4.632 -0.802 2.083
C -3.273 -0.693 1.810
H 0.366 -4.609 2.983
H -0.998 -3.670 3.594
H 0.646 -3.253 4.082
H -0.399 -4.247 0.624
H -0.679 -2.610 0.006
H -1.782 -3.306 1.206
H 1.894 -3.676 1.225
H 2.306 -2.310 2.251
H 1.677 -2.026 0.618
H 2.128 -1.311 3.988
H 3.002 -0.260 6.006
H 1.703 1.510 7.158
H -0.483 2.210 6.234
H -1.364 1.153 4.207
H -2.050 -1.688 4.799
H -4.449 -1.895 5.280
H -6.120 -1.322 3.545
H -5.356 -0.548 1.316
H -2.949 -0.365 0.828
C -4.815 -1.921 -2.109
C -3.407 -1.783 -2.702
C -2.665 -3.121 -2.570
C -3.502 -1.399 -4.185
C -2.652 -0.748 -1.976
C -1.965 0.075 -1.395
H -5.378 -2.695 -2.638
H -5.361 -0.979 -2.191
H -4.759 -2.189 -1.053
H -3.200 -3.906 -3.113
H -2.582 -3.409 -1.522
H -1.655 -3.036 -2.974
H -4.020 -2.179 -4.751
H -2.503 -1.260 -4.601
H -4.052 -0.463 -4.304
O 1.726 -3.302 -1.633
C 2.277 -2.936 -2.816
C 3.096 -3.809 -3.530
C 3.615 -3.440 -4.759
C 3.303 -2.201 -5.301
C 2.483 -1.342 -4.586
C 1.980 -1.674 -3.334
C 1.174 -0.622 -2.611
O 0.560 0.218 -3.278
O 1.213 -0.597 -1.334
H 2.032 -4.184 -1.394
H 3.318 -4.786 -3.112
H 4.254 -4.129 -5.297
H 3.692 -1.909 -6.268
H 2.211 -0.372 -4.980
*
```

Quick one: least stable of them? <w>

<w>
2 unconnected molecules or ions with the total composition C4H9O3. Source: OMol25; level of theory: wB97M-V/def2-TZVPD.

Summary:
Frontier orbital gap, eV: 8.5
Highest occupied orbital energy, eV: -4.562

Geometry as ORCA input:
```
! RIJCOSX wB97M-V def2-TZVPD def2/J DEFGRID3
* xyz -1 1
C -0.617 1.493 -1.228
C -0.971 -0.002 -1.586
O -0.540 -0.878 -0.782
O -1.733 -0.158 -2.542
H -1.033 1.739 -0.248
H -1.124 2.053 -2.013
H 0.453 1.692 -1.155
C 1.230 -0.564 2.175
C 0.798 0.865 2.381
O 1.412 -0.969 0.867
H 2.122 -0.865 2.748
H 0.495 -1.244 2.680
H 0.860 1.156 3.431
H 0.605 -0.798 0.269
H -0.272 0.989 2.187
H 1.407 1.549 1.789
*
```

<x>
2 unconnected molecules or ions with the total composition C4H9O3. Source: OMol25; level of theory: wB97M-V/def2-TZVPD.

Summary:
Frontier orbital gap, eV: 8.4
Highest occupied orbital energy, eV: -4.351

Geometry as ORCA input:
```
! RIJCOSX wB97M-V def2-TZVPD def2/J DEFGRID3
* xyz -1 1
C -1.546 -0.773 1.274
C -0.095 -0.776 1.811
O -2.112 0.540 1.305
H -1.695 -0.918 0.197
H -2.168 -1.346 1.976
H 0.072 0.188 2.281
H -1.793 0.991 0.504
H 0.622 -0.984 1.015
H -0.009 -1.627 2.494
C 1.851 0.463 -1.824
C 0.385 0.940 -1.812
O -0.169 0.912 -0.685
O -0.071 1.322 -2.909
H 1.948 -0.569 -1.475
H 2.540 1.121 -1.304
H 2.240 0.517 -2.848
*
```

<y>
2 unconnected molecules or ions with the total composition C4H9O3. Source: OMol25; level of theory: wB97M-V/def2-TZVPD.

Summary:
Frontier orbital gap, eV: 8.1
Highest occupied orbital energy, eV: -4.177

Geometry as ORCA input:
```
! RIJCOSX wB97M-V def2-TZVPD def2/J DEFGRID3
* xyz -1 1
C 0.292 -2.073 0.577
C -0.866 -1.102 0.944
O 1.417 -1.213 0.583
H 0.630 -2.850 1.229
H 0.141 -2.471 -0.426
H -0.584 -0.501 1.873
H 1.515 -0.646 -0.163
H -1.815 -1.558 1.163
H -1.004 -0.323 0.272
C -0.566 1.848 -0.687
C 0.883 1.772 -1.124
O 1.440 0.652 -1.314
O 1.446 2.866 -1.135
H -0.609 2.226 0.338
H -1.030 0.847 -0.851
H -1.289 2.525 -1.281
*
```

<z>
2 unconnected molecules or ions with the total composition C4H9O3. Source: OMol25; level of theory: wB97M-V/def2-TZVPD.

Summary:
Frontier orbital gap, eV: 8.9
Highest occupied orbital energy, eV: -4.544

Geometry as ORCA input:
```
! RIJCOSX wB97M-V def2-TZVPD def2/J DEFGRID3
* xyz -1 1
C 0.346 3.042 -0.581
C 0.228 1.541 -0.330
O 0.147 0.793 -1.353
O 0.234 1.148 0.858
H 1.390 3.311 -0.409
H -0.249 3.609 0.135
H 0.062 3.285 -1.603
C -0.845 -2.002 0.570
C 0.343 -2.482 1.403
O -0.483 -1.720 -0.753
H -1.608 -2.787 0.573
H -1.245 -1.090 1.031
H -0.014 -2.676 2.421
H -0.244 -0.740 -0.866
H 1.122 -1.726 1.440
H 0.669 -3.442 1.000
*
```

Quick one: least stable of them? <y>